9
Properties=species:S:1:pos:R:3:forces:R:3 method="wB97M-V/def2-TZVPD" total_charge=-1 lumo_ev=3.504 total_energy_ha=-341.81425 e_above_lowest_kj_mol=235.0 gap_ev=4.8
C 0.233423 -0.341845 -1.108237 -0.7 -0.2 -0.4
C 0.983856 2.218093 1.050050 0.5 -0.4 -0.5
C -0.740817 -1.159464 -0.210807 -1.0 1.2 2.5
O -0.123095 2.524036 1.127973 -1.0 0.3 0.2
O 0.429047 -1.059326 -2.097461 0.8 0.7 -0.6
O 2.112475 1.972808 1.007450 0.5 0.0 0.2
H -0.598952 -2.138929 -0.557792 -0.2 -1.8 -0.2
H -1.832323 -0.936148 -0.069106 0.6 0.3 -1.0
H -0.463615 -1.079226 0.857930 0.5 -0.2 -0.1